[1]
The following is a DFT calculation (wB97M-V/def2-TZVPD) of a 2-piece molecular cluster, C5H11N overall at a distorted geometry.

The geometry in XYZ format:
```
17
Properties=species:S:1:pos:R:3:nbo_charge:R:1
C -2.0089 -0.8094 1.8044 -0.6517
C -0.9170 -1.0821 0.7820 -0.1483
C -1.2132 -1.1976 -0.5054 -0.4293
H -2.3466 -1.7358 2.2583 0.2229
H -1.5985 -0.0764 2.5073 0.2053
H -2.8423 -0.2501 1.3700 0.2060
H 0.0316 -1.1646 1.2903 0.2024
H -0.4501 -1.5624 -1.1819 0.1926
H -2.0670 -0.6864 -0.9313 0.1985
C 1.8564 -0.0294 -0.3540 -0.4675
C 1.3960 0.9677 -1.1057 -0.0104
N 2.0116 2.1756 -1.4925 -0.8451
H 2.6158 0.0125 0.4155 0.1929
H 1.5441 -1.0405 -0.5792 0.2035
H 0.3179 0.9733 -1.2793 0.1884
H 2.1505 2.8635 -0.7593 0.3712
H 1.5196 2.6420 -2.2394 0.3685
```

Kohn-Sham gap = 0.348 Eh
HOMO level = -8.402 eV
SMILES string = C=CC.C=CN

=====

[2]
The following is a DFT calculation (wB97M-V/def2-TZVPD) of C5H11N in the gas phase at a distorted geometry.

The geometry in XYZ format:
```
17
Properties=species:S:1:pos:R:3:nbo_charge:R:1
C -1.1153 -0.8882 -2.1879 -0.4157
N -0.1928 -1.5305 -1.2427 -0.6134
C -0.1939 -0.9779 0.1088 -0.2095
C 0.3596 0.4351 0.2493 -0.4769
C 0.5524 0.8416 1.6750 -0.1661
C 0.8158 2.0102 2.2434 -0.3927
H -1.2005 0.1760 -2.0225 0.1677
H -2.0950 -1.3279 -2.0149 0.1896
H -0.7549 -1.1498 -3.1781 0.2017
H 0.7166 -1.5202 -1.5701 0.3431
H 0.4314 -1.6587 0.6659 0.1941
H -1.1973 -1.0001 0.5272 0.1867
H -0.0851 1.2004 -0.3911 0.2135
H 1.3625 0.4104 -0.2174 0.2077
H 0.6925 -0.0214 2.3168 0.1847
H 0.7869 2.9834 1.7683 0.1902
H 1.1173 2.0177 3.2701 0.1954
```

Kohn-Sham gap = 0.364 Eh
HOMO level = -8.758 eV
SMILES string = C=CCCNC

=====

[3]
The following is a DFT calculation (wB97M-V/def2-TZVPD) of a 2-piece molecular cluster, C5H11N overall.

The geometry in XYZ format:
```
17
Properties=species:S:1:pos:R:3:nbo_charge:R:1
C -0.8297 0.4854 -1.7186 -0.2920
N -0.5414 0.8816 -0.5169 -0.2060
C -0.6214 2.0709 0.3134 -0.2291
C 0.1963 0.8641 0.5871 -0.0089
C -0.4637 -2.4657 0.4893 -0.8644
C 1.6639 0.6121 0.6379 -0.6538
H -0.3163 -0.3787 -2.1236 0.1953
H -1.2804 -2.5881 -0.2265 0.2118
H -1.6316 0.9777 -2.2528 0.1943
H -1.5501 2.2403 0.8600 0.1906
H -0.2098 2.9614 -0.1808 0.1693
H -0.5147 -1.4687 0.9378 0.2268
H 0.4926 -2.5820 -0.0302 0.2037
H -0.5431 -3.2263 1.2697 0.2126
H 2.0682 0.8659 1.6212 0.2263
H 1.8744 -0.4480 0.4573 0.2254
H 2.2069 1.1983 -0.1240 0.1981
```

Kohn-Sham gap (spin up / spin down) = 0.300 / 0.300 Eh
HOMO level (spin up / spin down) = -7.158 / -7.157 eV

=====

[4]
The following is a DFT calculation (wB97M-V/def2-TZVPD) of C5H11N in the gas phase at a distorted geometry.

The geometry in XYZ format:
```
17
Properties=species:S:1:pos:R:3:nbo_charge:R:1
N -0.6927 0.1852 -0.9054 -0.6310
C 0.6654 0.3031 -1.4528 -0.2210
C 1.6009 -0.3587 -0.4403 -0.4149
C 0.8205 -0.1783 0.8595 -0.4100
C -0.6458 -0.3584 0.4723 -0.0600
C -1.5997 0.3813 1.4206 -0.6179
H -1.2348 -0.4406 -1.4843 0.3578
H 0.7127 -0.1333 -2.4460 0.1907
H 0.9617 1.3537 -1.5481 0.1754
H 2.6124 0.0638 -0.4430 0.2118
H 1.7421 -1.4221 -0.6671 0.1924
H 1.0782 0.7883 1.2980 0.2011
H 1.1829 -0.8645 1.6244 0.2132
H -0.8137 -1.4327 0.4415 0.1741
H -1.1008 0.7998 2.2887 0.2057
H -2.3426 -0.3318 1.7954 0.2046
H -2.1132 1.1823 0.8896 0.2282
```

Kohn-Sham gap = 0.361 Eh
HOMO level = -8.667 eV
SMILES string = C[C@@H]1CCCN1

=====

[5]
The following is a DFT calculation (wB97M-V/def2-TZVPD) of C5H11N as an isolated structure at a distorted geometry.

The geometry in XYZ format:
```
17
Properties=species:S:1:pos:R:3:nbo_charge:R:1
C -0.9105 -1.1128 2.0368 -0.6721
C -0.5635 0.0217 1.0826 -0.1548
C -0.1207 -0.2004 -0.2224 -0.1560
C 0.3274 -1.4555 -0.7628 -0.6157
C -0.0531 0.9878 -1.1130 -0.2264
H 0.0008 -1.1417 2.8465 0.2259
H -1.9004 -0.7809 2.6047 0.2321
H -1.0019 -2.2319 1.5082 0.2354
H -0.7326 1.0378 1.4083 0.2018
H -0.9025 -2.4264 -0.9720 0.2025
H 0.9936 -0.9545 -1.9285 0.2541
H 1.1830 -2.0986 0.1123 0.2429
H -0.9106 1.7357 -0.8448 0.1797
H -0.2061 0.6368 -2.2772 0.1922
H 1.6480 1.7504 -0.0012 0.3654
H 1.2598 2.7777 -1.3621 0.3770
N 1.2130 1.7502 -1.0315 -0.8837
```

Kohn-Sham gap = 0.333 Eh
HOMO level = -8.444 eV

=====

[6]
The following is a DFT calculation (wB97M-V/def2-TZVPD) of C5H11N in the gas phase at a distorted geometry.

The geometry in XYZ format:
```
17
Properties=species:S:1:pos:R:3:nbo_charge:R:1
C 0.4615 -1.1491 1.4396 -0.6491
N 0.0521 1.5647 1.2702 -0.8077
C -0.0042 0.8328 0.0230 0.1662
C -0.0612 -0.5577 0.0944 -0.0695
C -0.5208 -1.5377 -1.0509 -0.6546
C 0.3120 1.6695 -1.1727 -0.6730
H 0.9655 -0.4868 2.0871 0.2225
H -0.2529 -1.7101 2.0048 0.2037
H 1.2391 -1.9026 1.1762 0.2162
H -0.5159 0.9439 1.8970 0.3574
H -0.7244 2.2079 1.0294 0.3535
H -0.8123 -2.6201 -0.7271 0.2276
H -1.4650 -1.1342 -1.6459 0.2148
H 0.1604 -1.6058 -1.8895 0.2141
H 1.0448 2.4537 -0.9051 0.2358
H -0.5123 2.0645 -1.7563 0.2183
H 0.6335 0.9671 -1.8741 0.2239
```

Kohn-Sham gap = 0.320 Eh
HOMO level = -7.723 eV
SMILES string = CC(C)=C(C)N

=====

[7]
The following is a DFT calculation (wB97M-V/def2-TZVPD) of an isolated ion of composition C5H11N and charge +1 at a distorted geometry.

The geometry in XYZ format:
```
17
Properties=species:S:1:pos:R:3:lowdin_spin:R:1
C -1.5218 1.4214 -0.6476 0.0690
C 0.0699 1.3222 -0.1105 0.0779
C 0.4861 -0.0695 0.4423 0.1948
C 1.6156 -0.7589 0.2509 0.2635
C 1.7450 -2.1527 0.4720 0.0603
N -2.4105 0.5686 -0.0377 0.2020
H -1.7201 2.5024 -0.6743 -0.0001
H -1.4013 1.1142 -1.7152 0.0340
H 0.7185 1.6062 -0.9480 -0.0001
H 0.3575 2.0217 0.7052 0.0398
H -0.3109 -0.4242 1.1203 0.0060
H 2.4670 -0.3017 -0.2630 0.0071
H 2.8046 -2.2273 0.7723 0.0152
H 1.2100 -2.5116 1.3459 0.0022
H 1.6723 -2.6703 -0.4223 0.0189
H -2.3727 -0.4026 -0.2066 0.0064
H -3.4092 0.9622 -0.0835 0.0030
```

Kohn-Sham gap (spin up / spin down) = 0.402 / 0.178 Eh
total charge = +1
HOMO level (spin up / spin down) = -14.372 / -13.168 eV
multiplicity = 2

=====

[8]
The following is a DFT calculation (wB97M-V/def2-TZVPD) of a 2-piece molecular cluster, C5H11N2 overall at a distorted geometry.

The geometry in XYZ format:
```
18
Properties=species:S:1:pos:R:3:nbo_charge:R:1
C 0.2986 -1.8295 -0.4821 0.6787
C 0.6541 -0.6923 -1.2101 -0.8219
C -0.9091 2.1218 0.9483 -0.0179
C 0.4817 3.1394 -0.6217 -0.4430
C -0.4316 -3.6859 1.0793 -0.4562
N -0.0779 1.9876 0.0178 -0.4363
N -0.0254 -2.6870 0.2181 -0.2183
H 0.1663 -0.6918 -2.1867 0.3004
H 0.3550 0.2554 -0.6689 0.3627
H -1.2566 3.0872 1.3105 0.1673
H -1.3101 1.2395 1.4267 0.1672
H 1.5380 3.1995 -0.3594 0.2200
H 0.4150 2.9978 -1.6992 0.2119
H -0.0178 4.0682 -0.3338 0.1947
H -0.9461 -3.2410 1.9317 0.2605
H -1.1101 -4.3677 0.5636 0.2646
H 0.4419 -4.2384 1.4325 0.2646
H 1.7342 -0.6630 -1.3666 0.3010
```

Kohn-Sham gap = 0.374 Eh
total charge = +1
HOMO level = -13.297 eV

=====

[9]
The following is a DFT calculation (wB97M-V/def2-TZVPD) of an isolated ion of composition C5H11N2 and charge +1 at a distorted geometry.

The geometry in XYZ format:
```
18
Properties=species:S:1:pos:R:3:nbo_charge:R:1
C 0.8645 0.5712 0.0245 0.1802
C -1.3283 -0.1024 0.0636 0.6154
C -1.8299 1.2384 0.1413 -0.7491
C -2.2829 -1.2450 -0.4061 -0.7188
C 3.2467 -0.3514 0.2127 -0.4763
N -0.0267 -0.4327 0.4321 -0.5873
N 2.1583 0.5649 -0.0918 -0.5174
H -2.8149 0.9986 0.5546 0.2903
H -2.3085 1.6031 -0.8138 0.3160
H -1.0777 1.9141 0.5679 0.3030
H -2.5470 -1.9808 0.3468 0.2807
H -1.7030 -1.8192 -1.1751 0.2699
H -3.2493 -0.8885 -0.6966 0.2597
H 3.7479 0.1329 1.0702 0.2328
H 3.0600 -1.3672 0.6972 0.2298
H 3.9391 -0.4899 -0.6318 0.2393
H 0.2015 -1.4340 0.5275 0.4063
H 2.4630 1.4360 -0.5134 0.4255
```

Kohn-Sham gap = 0.281 Eh
total charge = +1
HOMO level = -12.557 eV

=====

[10]
The following is a DFT calculation (wB97M-V/def2-TZVPD) of an isolated ion of composition C5H11N2 and charge +1 at a distorted geometry.

The geometry in XYZ format:
```
18
Properties=species:S:1:pos:R:3:nbo_charge:R:1
C -0.7773 -0.9104 0.0588 0.1877
C 0.4960 -1.2828 -0.6184 -0.2934
C 1.4197 0.7830 0.3031 -0.2817
C -0.6486 0.4268 0.5050 -0.1516
C -1.2511 1.5154 -0.3993 -0.6362
N -1.7337 -1.7091 0.3118 -0.5072
N 1.5935 -0.6539 0.1689 -0.5138
H 0.5124 -2.3370 -0.6247 0.2611
H 0.4851 -0.9473 -1.6669 0.2495
H 1.3447 1.3999 -0.5906 0.2501
H 1.7555 1.1584 1.2890 0.2500
H -0.7094 0.5278 1.5602 0.2357
H -1.1159 1.2642 -1.4551 0.2205
H -0.6289 2.3529 -0.0539 0.2301
H -2.2651 1.7990 -0.3181 0.2530
H -2.4243 -1.2530 0.8796 0.3540
H 1.5198 -1.0906 1.0531 0.4391
H 2.4276 -1.0435 -0.4027 0.4530
```

Kohn-Sham gap = 0.373 Eh
total charge = +1
HOMO level = -13.994 eV

=====

[11]
The following is a DFT calculation (wB97M-V/def2-TZVPD) of an isolated ion of composition C5H11N2 and charge +1 at a distorted geometry.

The geometry in XYZ format:
```
18
Properties=species:S:1:pos:R:3:nbo_charge:R:1
C -3.0000 0.8076 -0.0032 0.0598
C -0.7147 -1.7277 -0.0445 -0.2236
C -1.0510 -0.3578 -0.2463 0.0761
C 1.7551 1.1858 0.0357 -0.6391
C 1.5068 -0.3446 0.0573 -0.2373
N -1.9709 0.3252 0.4753 -0.4526
N 0.1104 -0.6868 0.5820 -0.3376
H -3.6087 1.4222 0.5948 0.1957
H -3.2732 0.7510 -1.0145 0.1599
H -1.1968 -2.2916 0.7432 0.2526
H -0.3562 -2.4047 -0.8937 0.2750
H -0.7951 0.0107 -1.2957 0.2299
H 1.5774 1.4666 -0.9993 0.2187
H 0.8962 1.6270 0.5912 0.2216
H 2.7941 1.4858 0.2277 0.2638
H 2.0957 -0.7854 0.9400 0.2305
H 1.8870 -0.7092 -0.9757 0.2604
H -0.0534 -0.4811 1.5081 0.4464
```

Kohn-Sham gap = 0.420 Eh
total charge = +1
HOMO level = -14.606 eV
SMILES string = C=N[C@@H]1C[N@H+]1CC

=====

[12]
The following is a DFT calculation (wB97M-V/def2-TZVPD) of an isolated ion of composition C5H11N2 and charge +1 at a distorted geometry.

The geometry in XYZ format:
```
18
Properties=species:S:1:pos:R:3:lowdin_spin:R:1
C 1.2616 1.3222 1.0384 0.0191
C 1.0018 -0.5354 -0.5271 0.1365
C -0.4761 -0.5279 -0.4084 0.5707
C -1.2362 0.4980 -1.1123 0.0821
C -1.1567 -1.6072 0.2869 0.0887
N 0.2134 0.9863 1.6554 0.4429
N 1.6162 0.7224 -0.1134 0.4730
H 1.9398 2.1284 1.3321 -0.0037
H 1.4238 -1.3743 0.0393 0.0322
H 1.2607 -0.6634 -1.5867 0.0284
H -2.3075 0.3306 -1.0545 0.0006
H -0.9217 0.5652 -2.1567 0.0214
H -1.0173 1.4886 -0.7068 0.0273
H -2.1132 -1.2790 0.6961 0.0120
H -0.5431 -2.0554 1.0674 0.0068
H -1.3944 -2.4042 -0.4292 0.0372
H -0.0577 1.4548 2.5050 0.0142
H 2.5064 0.9503 -0.5255 0.0105
```

Kohn-Sham gap (spin up / spin down) = 0.279 / 0.276 Eh
total charge = +1
HOMO level (spin up / spin down) = -11.145 / -15.991 eV
multiplicity = 3

=====

[13]
The following is a DFT calculation (wB97M-V/def2-TZVPD) of an isolated ion of composition C5H11N2O and charge +1 at a distorted geometry.

The geometry in XYZ format:
```
19
Properties=species:S:1:pos:R:3:nbo_charge:R:1
C 1.9899 -1.2482 0.2691 -0.0102
C 2.1532 0.1630 -0.1662 -0.2979
C -0.2413 -0.0468 -0.1401 0.6323
C -0.4556 0.6068 1.2584 -0.7068
C -2.6761 -0.4914 -0.6003 -0.2629
N 0.8456 -1.7655 0.2438 -0.3244
N 0.9772 0.6131 -0.9397 -0.5406
O -1.2259 -0.3261 -0.9692 -0.5314
H 2.8012 -1.9545 0.3091 0.2329
H 2.3260 0.9497 0.5778 0.2402
H 2.9947 0.3639 -0.7226 0.2461
H -1.4654 0.9353 1.1987 0.2424
H 0.2188 1.4775 1.3746 0.2300
H -0.2356 -0.1618 1.9994 0.2801
H -2.7840 -0.7621 0.4702 0.2186
H -2.9670 -1.1876 -1.4931 0.2565
H -3.1146 0.5131 -0.7338 0.2057
H 0.8604 1.5910 -0.8582 0.4346
H 0.9542 0.2797 -1.9131 0.4547
```

Kohn-Sham gap = 0.358 Eh
total charge = +1
HOMO level = -13.030 eV

=====

[14]
The following is a DFT calculation (wB97M-V/def2-TZVPD) of an isolated ion of composition C5H11N2O and charge +1 at a distorted geometry.

The geometry in XYZ format:
```
19
Properties=species:S:1:pos:R:3:nbo_charge:R:1
O 0.8854 1.6923 -2.4540 -0.4976
C 0.3371 0.8936 -1.7400 0.4314
C 0.4947 1.0089 -0.2218 -0.1424
C 0.7500 -0.3188 0.4875 -0.4401
C -0.3256 -1.3150 0.1519 -0.3897
C -1.4587 -1.3726 0.8650 0.0716
N -2.5817 -2.1081 0.6163 -0.7820
N 1.6695 1.9792 -0.0599 -0.6925
H -0.2890 0.0757 -2.0911 0.1812
H -0.3551 1.5416 0.1941 0.2484
H 0.7653 -0.1274 1.5696 0.2317
H 1.7561 -0.7105 0.2834 0.2280
H -0.1753 -2.0196 -0.6617 0.2177
H -1.5484 -0.7625 1.7639 0.1876
H -2.4916 -2.9309 0.0427 0.3965
H -3.2315 -2.1606 1.3854 0.3998
H 1.8591 2.3770 -0.9955 0.4652
H 2.5213 1.5239 0.2876 0.4426
H 1.4182 2.7339 0.5766 0.4426
```

Kohn-Sham gap = 0.301 Eh
total charge = +1
HOMO level = -11.833 eV
SMILES string = N/C=C/C[C@@H]([NH3+])C=O

=====

The records above give, respectively, total energy values of -6850.5311; -6852.1208; -6849.6853; -6853.1968; -6847.2603; -6851.5792; -6843.0268; -8335.1815; -8333.8857; -8333.7515; -8334.1576; -8333.0269; -10380.8346; -10383.7772 eV.
The records above give, respectively, molar mass values of 85.15; 85.15; 85.15; 85.15; 85.15; 85.15; 85.15; 99.16; 99.16; 99.16; 99.16; 99.16; 115.16; 115.16 g mol⁻¹.
The records above give, respectively, energy relative to the best compared isomer or geometry (same formula, charge and spin) values of 69.1; 32.5; 88.6; 7.7; 144.5; 45.0; 69.3; 44.7; 74.6; 77.7; 68.3; 3.5; 110.0; 42.2 kcal per mole.